Entry 1:
24
Properties=species:S:1:pos:R:3:forces:R:3 method="wB97M-V/def2-TZVPD" gap_ev=11.4 total_energy_ev=-14054.2824 total_charge=+1 e_lumo_ev=-2.69 relative_energy_kj_mol=125.91
C -1.21090 -0.21448 1.25505 -0.035 -0.072 -1.056
C -0.42067 -0.30408 2.29576 0.084 0.700 0.278
N -0.71743 0.44046 -0.00639 0.602 -0.723 1.599
H -2.20592 -0.57023 1.07721 -0.078 -0.178 0.599
H -0.72979 -0.72338 3.24182 -0.189 -0.174 -0.168
H 0.54453 0.19327 2.28223 0.159 -0.292 -0.100
H -0.62921 1.42243 0.24761 -0.355 0.283 -1.080
H 0.25302 0.17708 -0.20947 0.014 0.066 -0.017
H -1.28129 0.18928 -0.81768 -0.245 0.731 -0.201
H 1.93406 -1.39969 -2.85774 0.102 -0.121 -0.108
H 2.90914 -1.94565 -1.79910 0.038 -0.082 -0.072
O 2.39777 -1.17161 -2.04835 -0.217 0.337 0.248
H 2.21345 1.30592 -1.16443 -0.448 -0.417 -0.150
H 1.88645 2.47239 -0.33589 -0.408 0.060 0.352
O 1.44791 1.70155 -0.71584 0.957 0.311 -0.672
H 3.56039 1.94386 1.48734 0.214 -0.439 -0.238
H 2.48940 2.21252 2.44542 -0.278 -0.378 0.053
O 2.70554 1.57653 1.74475 0.227 0.913 0.546
H -3.28774 0.93972 -2.69951 0.177 0.140 0.019
H -2.38266 0.28145 -3.70319 0.211 -0.038 -0.130
O -2.35048 0.79093 -2.88794 -0.334 -0.182 0.354
H -3.04926 -2.93000 0.76971 -0.216 0.473 0.283
H -1.83428 -3.62547 1.11816 0.510 0.148 0.441
O -2.24204 -2.76281 1.28044 -0.493 -1.066 -0.781

***

Entry 2:
24
Properties=species:S:1:pos:R:3:forces:R:3 method="wB97M-V/def2-TZVPD" gap_ev=9.8 total_energy_ev=-14053.4180 total_charge=+1 e_lumo_ev=-4.01 relative_energy_kj_mol=209.31
C -1.00430 0.15186 -2.46716 -0.045 0.936 -3.164
C 1.17017 -0.75718 -2.14056 2.076 0.008 0.981
N 0.09103 -0.33412 -1.64898 -1.105 0.331 -0.731
H -1.91060 0.52603 -2.01613 0.285 -0.326 0.912
H -1.30929 -0.54232 -3.27978 0.288 -0.123 0.904
H -0.58347 0.99886 -3.07853 -0.384 -0.535 0.794
H 1.39151 -1.00780 -3.15961 -0.791 0.252 -0.682
H 2.04551 -0.79120 -1.47546 -0.796 -0.550 -0.074
H 0.03917 -0.21788 -0.63900 0.355 -0.170 0.464
H 1.87301 0.09284 0.56934 -0.332 -1.425 0.336
H 1.66106 -1.34602 1.27477 -0.032 0.267 0.253
O 1.38431 -0.78186 0.55354 0.572 -0.267 -1.154
H -2.60969 -0.05341 2.07888 -0.231 0.226 -0.596
H -1.80556 1.26960 1.64435 -0.402 -0.333 -0.305
O -1.99158 0.62823 2.33267 0.440 0.055 1.021
H -0.04878 0.43365 2.97082 0.075 0.656 0.622
H 1.40686 1.17804 2.65094 -0.449 -0.044 1.606
O 0.66784 0.64584 2.36910 0.246 0.238 -1.015
H -3.62679 -1.44322 -0.77798 0.660 0.535 -0.516
H -2.76712 -1.93473 0.25489 0.856 0.193 -0.121
O -2.68514 -1.34728 -0.51897 -1.487 -0.784 0.692
H 3.46070 1.59554 0.51649 -0.247 0.160 0.096
H 2.01719 1.82624 1.08933 0.064 0.536 0.005
O 2.51444 1.52243 0.32705 0.386 0.164 -0.328

***

Entry 3:
33
Properties=species:S:1:pos:R:3:forces:R:3 method="wB97M-V/def2-TZVPD" gap_ev=8.9 total_energy_ev=-55973.4019 total_charge=0 e_lumo_ev=0.03
C -2.70437 -0.03295 -0.39215 0.542 -0.837 2.299
C -2.73937 -0.77547 0.79564 -0.847 1.219 -2.521
O -1.55968 -1.09988 1.56767 0.283 -0.775 -1.434
P -0.86548 -2.54238 1.02445 -2.596 -3.736 0.207
O -1.08655 -3.70600 1.99641 0.973 3.340 -1.961
O -1.72019 -2.97308 -0.38617 1.645 0.918 2.114
O 0.74367 -2.38048 0.52801 -3.177 1.547 2.294
P 1.78274 -1.66895 1.71116 1.751 0.583 -0.694
O 1.58674 0.03583 1.54171 -0.757 -2.031 0.016
Cl 1.14303 -2.05618 3.67588 -0.474 0.672 -1.068
H -2.06757 0.89527 -0.43340 0.141 -1.835 -0.622
H -3.31438 -0.36445 -1.28233 -0.149 1.201 1.579
H -3.75261 -1.08947 1.18976 1.704 -0.762 -0.387
H -2.44677 -3.52807 -0.02911 0.572 0.221 -0.229
H 2.07827 0.26117 0.72372 0.069 -0.144 0.429
O 4.30896 -0.43507 1.50419 0.488 0.375 0.062
H 4.13534 -0.14737 2.40892 0.008 -0.018 -0.053
H 5.18264 -0.07624 1.30603 -0.041 -0.097 -0.076
O -1.06793 2.47213 -2.04269 0.091 0.173 -0.176
H -0.94955 2.44350 -2.99999 -0.160 -0.020 0.035
H -0.88243 3.39079 -1.81139 0.334 -0.129 0.087
O 0.82022 -0.10991 -1.66215 0.190 -0.106 0.255
H 0.56788 -0.30545 -0.75204 -0.188 -0.067 -0.157
H 0.34310 0.70231 -1.86424 -0.049 0.194 0.020
O 0.96636 3.18107 0.55036 0.132 -0.134 0.102
H 1.79945 3.59852 0.79525 -0.075 0.037 -0.052
H 0.92387 2.39938 1.11732 -0.132 0.043 -0.040
O -3.63255 2.76247 -0.39505 -0.119 0.375 -0.008
H -4.24732 3.49352 -0.52455 -0.016 -0.097 0.073
H -2.79467 3.09821 -0.73330 -0.050 -0.213 -0.080
O 3.40591 -1.61893 -2.61946 -0.051 -0.139 0.200
H 3.50938 -2.51999 -2.29509 0.041 0.057 -0.068
H 2.57940 -1.31852 -2.21886 -0.086 0.183 -0.147

***

Entry 4:
27
Properties=species:S:1:pos:R:3:forces:R:3 method="wB97M-V/def2-TZVPD" gap_ev=6.4 total_energy_ev=-20848.4622 total_charge=+1 e_lumo_ev=-3.98 relative_energy_kj_mol=43.30
Hg 0.20508 0.42043 0.62619 -0.210 -2.398 -1.915
C -1.13834 -2.30970 -2.71265 -0.321 0.493 0.321
C -1.18473 -1.24897 -1.61469 -1.513 -3.068 1.951
O -0.13634 -1.43036 -0.72375 1.887 1.370 0.892
H -1.98056 -2.40204 -3.36679 -1.133 0.347 0.001
H -0.98923 -3.28596 -2.30737 0.220 -0.594 0.582
H -0.37262 -2.13115 -3.40522 1.652 0.342 -0.809
H -2.09700 -1.46175 -0.98928 -0.034 0.284 -0.764
H -1.28231 -0.27004 -1.92708 -0.115 2.186 -1.311
O -1.57776 1.69808 -0.11854 -1.322 -0.685 0.561
H -2.41203 1.64923 0.38911 0.490 0.179 -0.558
H -1.36472 2.61117 -0.20562 0.139 1.304 -0.275
O 0.88789 1.37184 -1.56654 -0.398 1.617 1.853
H 1.13097 0.90866 -2.32757 0.446 -1.428 -1.969
H 1.57854 2.01578 -1.40455 0.195 0.289 -0.224
O 0.85472 -0.33967 2.80085 0.466 0.826 0.956
H 1.42595 0.27646 3.28648 -0.334 0.013 -0.090
H 1.21008 -1.18323 3.05323 0.103 -1.065 0.008
O -1.67794 -0.72429 1.49748 -1.002 0.622 -0.299
H -2.37540 -0.12440 1.78670 -0.180 -0.290 0.205
H -1.38638 -1.16917 2.27945 0.180 -0.613 0.860
O 2.57507 -0.01602 0.50588 0.717 0.203 1.108
H 2.96017 -0.13979 -0.35936 0.240 -0.392 -0.316
H 3.12010 -0.47057 1.17849 -0.272 0.179 -0.843
O 1.11131 2.43807 1.59741 -0.084 0.487 0.855
H 0.83880 2.85081 2.44456 0.185 -0.219 -0.733
H 2.07670 2.46658 1.58318 -0.001 0.010 -0.046

***

Entry 5:
25
Properties=species:S:1:pos:R:3:forces:R:3 method="wB97M-V/def2-TZVPD" gap_ev=9.7 total_energy_ev=-13513.9555 total_charge=+1 e_lumo_ev=-2.88 relative_energy_kj_mol=71.59
N -0.27017 -0.71687 0.99953 -1.471 -0.438 0.143
C -1.22146 -1.43723 0.02835 1.322 1.798 -0.676
C -1.26431 -0.63548 -1.28296 1.698 -0.454 -0.238
N -2.36518 -1.19096 -2.04300 -0.224 0.699 0.205
H -0.55338 -0.96294 1.94885 0.160 0.149 0.087
H 0.73534 -0.94139 0.96693 -0.089 0.092 -0.219
H -0.43046 0.29004 0.94141 0.339 0.098 0.033
H -0.74398 -2.39746 -0.11865 -0.892 -0.534 0.184
H -2.25814 -1.29315 0.34809 0.422 -1.040 0.688
H -1.38144 0.41011 -0.96476 -0.549 -0.095 -0.505
H -0.28115 -0.65639 -1.84081 -0.893 -0.043 0.718
H -2.79085 -0.48526 -2.63019 -0.002 -0.324 -0.173
H -2.06455 -1.98882 -2.58254 -0.097 0.109 -0.238
H 0.49362 1.51429 3.03356 -0.218 0.104 0.095
H -0.85028 1.50730 3.78003 0.023 0.014 -0.030
O -0.38718 1.11878 3.02940 0.193 -0.017 0.024
H 0.45642 3.28675 -0.88805 0.176 -0.004 0.253
H 1.26270 3.56633 0.39747 -0.074 0.073 -0.168
O 0.81562 2.86911 -0.09367 -0.145 -0.158 -0.001
H 2.57077 -0.51217 2.54917 -0.104 0.161 0.553
H 3.00931 -1.16224 1.29856 0.108 -0.356 -0.206
O 2.30505 -1.21427 1.95441 0.179 0.172 -0.457
H 2.27306 -0.17770 -3.00900 0.232 -0.342 0.508
H 1.33027 0.86851 -3.28764 -0.500 0.536 0.133
O 1.61034 0.34111 -2.53449 0.402 -0.201 -0.709

***

Entry 6:
46
Properties=species:S:1:pos:R:3:forces:R:3 method="wB97M-V/def2-TZVPD" gap_ev=6.9 total_energy_ev=-73138.4632 total_charge=-2 e_lumo_ev=3.55 relative_energy_kj_mol=155.61
C -12.09386 6.19725 -6.70494 0.271 0.180 -0.025
F -12.93705 5.50198 -7.48382 0.062 -0.009 -0.075
F -10.90220 5.55503 -6.71938 -0.075 0.009 -0.185
F -11.89858 7.39506 -7.28889 -0.067 -0.222 0.079
S -12.71559 6.33637 -4.98223 0.656 -0.327 -0.063
O -11.70561 7.16632 -4.35134 -0.162 -0.102 0.069
O -14.00409 6.94459 -5.17472 -0.421 0.105 0.189
O -12.70281 4.93869 -4.57555 -0.194 0.297 0.126
C -14.97638 10.40194 -10.59906 0.043 0.184 0.144
F -14.01108 11.30922 -10.73997 -0.025 0.036 -0.032
F -15.96906 10.96388 -9.87395 -0.008 0.148 -0.166
F -15.48450 10.15662 -11.81819 0.040 -0.175 -0.058
S -14.36543 8.90380 -9.72661 0.076 -1.010 0.414
O -13.91458 9.42612 -8.46151 -0.024 0.308 -0.267
O -15.54439 8.06566 -9.64226 -0.105 0.141 -0.297
O -13.34544 8.34634 -10.58528 0.255 0.549 -0.190
O -16.07387 10.59405 -6.91996 -0.018 0.082 0.004
H -15.30407 10.09911 -7.25129 -0.135 -0.075 0.163
H -16.33467 11.12592 -7.67506 0.033 0.007 -0.028
O -16.75774 13.37463 -11.96872 -0.024 0.069 -0.008
H -16.88574 12.85554 -11.16717 0.082 -0.080 0.002
H -17.61503 13.37326 -12.40231 -0.030 -0.043 0.012
O -13.23128 6.71521 -12.81898 0.100 0.053 -0.123
H -13.15478 7.19657 -13.64585 -0.004 -0.018 -0.024
H -13.10436 7.37889 -12.11857 -0.230 -0.231 0.048
O -18.31326 8.63055 -9.25750 0.008 0.198 -0.048
H -17.39473 8.31045 -9.25046 -0.105 -0.103 -0.042
H -18.31807 9.27036 -8.53927 0.011 -0.069 0.108
O -10.89130 9.66278 -11.96408 -0.056 -0.195 -0.273
H -11.49708 9.04013 -11.53712 0.081 0.188 0.219
H -11.42146 10.03458 -12.68166 -0.027 0.137 0.193
O -16.43800 5.52012 -8.57885 0.042 -0.185 -0.113
H -16.77690 5.32151 -9.45793 -0.145 -0.028 -0.035
H -15.66610 6.06490 -8.77749 -0.053 0.074 0.369
O -13.09526 10.62620 -13.81508 0.053 -0.100 -0.282
H -13.90295 11.04484 -13.50362 -0.001 0.052 0.196
H -13.35205 9.71051 -13.96761 -0.091 -0.008 0.032
O -16.35896 8.17231 -14.29817 -0.019 0.102 -0.134
H -16.86046 8.87926 -13.88013 0.050 -0.001 0.143
H -16.96199 7.42528 -14.31834 -0.002 -0.060 -0.021
O -12.21316 11.28988 -6.99352 -0.013 0.124 -0.084
H -12.83366 12.01884 -7.07276 -0.053 -0.015 0.037
H -12.67306 10.55360 -7.42469 0.146 -0.065 0.063
O -16.47348 5.69111 -11.50752 0.015 -0.089 0.039
H -16.78444 6.11193 -12.30987 0.051 0.108 -0.035
H -15.83830 6.32327 -11.13995 0.007 0.056 -0.043